Entry from the Open Molecules 2025 dataset: an isolated molecule of C5H7IO in a non-equilibrium geometry (wB97M-V/def2-TZVPD).

Each line ends with the natural charge from an NBO analysis.
Element x y z (Å)
C (0.38461, -0.49475, 0.03211)  0.13
C (-0.68209, 1.76360, -0.02176)  -0.39
C (2.80649, -1.01706, -0.09589)  -0.11
C (-0.81778, 0.43406, -0.01538)  -0.07
C (-2.14055, -0.26186, -0.03908)  -0.64
O (1.68965, -0.25411, -0.05202)  -0.44
I (4.58553, 0.05910, 0.02806)  0.14
H (0.11744, -1.54523, 0.14545)  0.14
H (-1.54900, 2.40079, -0.04839)  0.19
H (0.28016, 2.24280, -0.00406)  0.20
H (2.77963, -2.04818, 0.20946)  0.18
H (-2.65755, -0.12257, 0.90983)  0.22
H (-2.03574, -1.32614, -0.22585)  0.22
H (-2.76082, 0.16955, -0.82249)  0.23

## Properties
**DFT total energy**: -15442.33048 eV
**Relative energy (zero: lowest compared OMol25 entry of this formula, charge and spin)**: 245.8 kJ/mol
**2S+1**: 1
**Largest force on an atom**: 0.066 hartree/bohr
**Orbital gap (alpha / beta)**: 7.69 / 7.42 eV
**E_LUMO (alpha / beta)**: 0.07 / 0.13 eV


Entry from the Open Molecules 2025 dataset: an isolated molecule of C5H7IS in a non-equilibrium geometry (wB97M-V/def2-TZVPD).

Each line ends with the natural charge from an NBO analysis.
Element x y z (Å)
C (1.19217, 1.03510, 0.46508)  -0.28
C (1.99174, -0.02002, 0.20837)  -0.41
C (-0.27017, 0.87780, 0.66585)  -0.47
C (-0.74405, -0.52780, 0.28590)  -0.28
C (-1.37010, -0.67551, -1.11514)  -0.64
S (0.76786, -1.74693, 0.31971)  0.34
I (3.99112, -0.17586, -0.19777)  0.16
H (1.82248, 1.96510, 0.60583)  0.22
H (-0.44734, 0.96768, 1.72820)  0.23
H (-1.03311, 1.56415, 0.24006)  0.23
H (-1.23501, -0.90056, 1.11214)  0.22
H (-1.63128, -1.77295, -1.21502)  0.22
H (-0.73550, -0.47064, -1.96333)  0.23
H (-2.29882, -0.11953, -1.13988)  0.22

## Properties
**DFT total energy**: -24229.28223 eV
**⟨S²⟩**: 2.010
**Relative energy (zero: lowest compared OMol25 entry of this formula, charge and spin)**: 101.7 kJ/mol
**2S+1**: 3
**Largest force on an atom**: 0.079 hartree/bohr
**Orbital gap (alpha / beta)**: 5.99 / 6.33 eV
**E_LUMO (alpha / beta)**: 0.61 / -2.37 eV


Entry from the Open Molecules 2025 dataset: an isolated molecule of C5H7N (wB97M-V/def2-TZVPD).

Each line ends with the natural charge from an NBO analysis.
Element x y z (Å)
C (-1.12837, 0.86992, 0.29432)  -0.44
C (-0.94845, -0.52656, -0.18987)  -0.25
C (-0.24309, 0.62397, -0.89568)  -0.07
N (1.10334, -0.02326, -0.75935)  -0.38
C (1.47270, -0.20018, 0.64129)  -0.27
C (0.45975, -1.09236, 0.03777)  -0.09
H (-0.86977, 1.25108, 1.27864)  0.21
H (-2.07322, 1.26479, -0.08399)  0.23
H (-1.77889, -1.18076, -0.43633)  0.22
H (-0.38139, 1.20489, -1.80139)  0.21
H (1.24107, 0.56855, 1.37219)  0.20
H (2.47296, -0.62426, 0.72402)  0.21
H (0.67338, -2.13580, -0.18161)  0.21

## Properties
**DFT total energy**: -6784.71751 eV
**Relative energy (zero: lowest compared OMol25 entry of this formula, charge and spin)**: 366.2 kJ/mol
**2S+1**: 1
**Largest force on an atom**: 0.009 hartree/bohr
**Orbital gap**: 10.06 eV
**E_LUMO**: 1.20 eV


Entry from the Open Molecules 2025 dataset: a structure of composition C5H7N in a non-equilibrium geometry (wB97M-V/def2-TZVPD).

Each line ends with the natural charge from an NBO analysis.
Element x y z (Å)
C (0.42866, -1.18450, 0.03260)  -0.51
C (1.14951, -0.01478, -0.59863)  -0.24
C (0.58761, 1.18737, -0.45538)  -0.27
C (-0.68827, 1.36113, 0.20294)  -0.18
N (-1.81147, -0.04023, 0.09102)  -0.54
C (-0.75862, -0.59839, 0.74524)  0.06
H (1.07030, -1.73572, 0.72860)  0.22
H (0.15015, -1.90812, -0.75710)  0.24
H (2.06122, -0.16382, -1.15127)  0.21
H (1.07692, 2.10128, -0.81187)  0.23
H (-0.59958, 2.13792, 1.01474)  0.22
H (-1.81801, -0.36837, -0.88473)  0.36
H (-0.88605, -0.77739, 1.81005)  0.20

## Properties
**DFT total energy**: -6784.15273 eV
**Relative energy (zero: lowest compared OMol25 entry of this formula, charge and spin)**: 420.7 kJ/mol
**2S+1**: 1
**Largest force on an atom**: 0.057 hartree/bohr
**Orbital gap**: 8.52 eV
**E_LUMO**: 0.95 eV


Entry from the Open Molecules 2025 dataset: a structure of composition C5H7N in a non-equilibrium geometry (wB97M-V/def2-TZVPD).

Each line ends with the natural charge from an NBO analysis.
Element x y z (Å)
C (1.29874, -0.34069, 0.58722)  -0.40
C (0.61125, 0.60072, -0.33544)  -0.19
C (0.50378, -0.89780, -0.53443)  -0.29
C (-0.84549, -0.29577, -0.49366)  0.04
N (-1.63383, -0.11952, 0.65370)  -0.63
C (-1.03736, 1.19419, 0.60771)  -0.16
H (2.37764, -0.43687, 0.47975)  0.23
H (0.94483, -0.41118, 1.61583)  0.21
H (1.08777, 1.27102, -1.04421)  0.24
H (0.88879, -1.44752, -1.38553)  0.24
H (-1.38207, -0.27407, -1.43786)  0.23
H (-1.25503, -0.63569, 1.44147)  0.35
H (-1.55904, 1.79317, -0.15454)  0.13

## Properties
**DFT total energy**: -6782.44821 eV
**Relative energy (zero: lowest compared OMol25 entry of this formula, charge and spin)**: 585.1 kJ/mol
**2S+1**: 1
**Largest force on an atom**: 0.026 hartree/bohr
**Orbital gap**: 8.64 eV
**E_LUMO**: 1.01 eV


Entry from the Open Molecules 2025 dataset: a cluster of 2 separate species, C5H7N in total in a non-equilibrium geometry (wB97M-V/def2-TZVPD).

Each line ends with the natural charge from an NBO analysis.
Element x y z (Å)
C (0.20711, -0.29981, 0.05588)  0.02
C (-0.71873, 0.87454, -0.07072)  -0.66
C (2.19696, 1.88461, 1.41051)  0.08
C (0.51520, -1.57337, -0.74344)  -0.45
C (0.98096, -1.09710, 0.65804)  -0.19
N (2.89103, 2.00918, 0.47948)  -0.29
H (-0.62354, 1.59812, -0.86439)  0.24
H (-0.75794, 1.45600, 0.84930)  0.21
H (1.65658, 1.78897, 2.25351)  0.21
H (-1.74084, 0.63820, -0.23902)  0.23
H (-0.09143, -2.44443, -0.58640)  0.17
H (1.23475, -1.71632, -1.55248)  0.19
H (1.49262, -1.50794, 1.59365)  0.23

## Properties
**DFT total energy**: -6784.44148 eV
**Relative energy (zero: lowest compared OMol25 entry of this formula, charge and spin)**: 392.8 kJ/mol
**2S+1**: 1
**Largest force on an atom**: 0.113 hartree/bohr
**Orbital gap**: 10.27 eV
**E_LUMO**: 0.94 eV


Entry from the Open Molecules 2025 dataset: an isolated molecule of C5H7N in a non-equilibrium geometry (wB97M-V/def2-TZVPD).

Each line ends with the natural charge from an NBO analysis.
Element x y z (Å)
C (1.35917, -0.18117, 0.69184)  -0.39
C (0.72096, 0.76673, -0.24923)  -0.27
C (0.58925, -0.67873, -0.61272)  -0.18
C (-1.11728, -0.40890, -0.78300)  -0.09
N (-1.11970, -0.50744, 0.64728)  -0.64
C (-0.79222, 0.78904, 0.00198)  -0.12
H (2.44718, -0.24291, 0.55851)  0.22
H (1.06129, -0.25068, 1.74222)  0.23
H (1.22593, 1.48493, -0.88193)  0.22
H (1.10276, -1.37836, -1.23724)  0.22
H (-2.10765, -0.44144, -1.32710)  0.23
H (-1.95651, -0.58062, 1.17127)  0.36
H (-1.41316, 1.62956, 0.27813)  0.21

## Properties
**DFT total energy**: -6782.54053 eV
**Relative energy (zero: lowest compared OMol25 entry of this formula, charge and spin)**: 576.2 kJ/mol
**2S+1**: 1
**Largest force on an atom**: 0.039 hartree/bohr
**Orbital gap**: 9.22 eV
**E_LUMO**: 1.16 eV


Entry from the Open Molecules 2025 dataset: an isolated molecule of C5H7N (wB97M-V/def2-TZVPD).

Each line ends with the natural charge from an NBO analysis.
Element x y z (Å)
C (1.90813, 0.03098, -0.06232)  -0.64
C (0.43884, 0.03076, 0.19824)  0.12
C (-0.39267, 1.12225, 0.16582)  -0.31
C (-1.72007, 0.64613, 0.00878)  -0.30
C (-1.66017, -0.72295, -0.03367)  -0.09
N (-0.34184, -1.08872, 0.08112)  -0.51
H (2.38798, -0.95272, -0.01261)  0.21
H (1.97076, 0.38994, -1.09292)  0.22
H (2.46157, 0.72717, 0.57474)  0.23
H (-0.04575, 2.14855, 0.17619)  0.22
H (-2.60823, 1.25025, -0.09517)  0.22
H (-2.43371, -1.46555, -0.14774)  0.21
H (0.00269, -2.03517, 0.12229)  0.41

## Properties
**DFT total energy**: -6788.32403 eV
**Relative energy (zero: lowest compared OMol25 entry of this formula, charge and spin)**: 18.2 kJ/mol
**2S+1**: 1
**Largest force on an atom**: 0.011 hartree/bohr
**Orbital gap**: 8.96 eV
**E_LUMO**: 1.06 eV


Entry from the Open Molecules 2025 dataset: an isolated molecule of C5H7N in a non-equilibrium geometry (wB97M-V/def2-TZVPD).

Each line ends with the natural charge from an NBO analysis.
Element x y z (Å)
N (3.02853, -0.24266, 0.85058)  -0.33
C (2.02178, -0.25826, 0.27910)  0.29
C (0.72874, -0.25327, -0.40090)  -0.34
C (-0.44206, -0.98573, 0.31210)  -0.38
C (-1.33412, 0.25564, 0.08379)  -0.40
C (-0.08618, 1.06805, -0.33036)  -0.37
H (0.86764, -0.59928, -1.42932)  0.25
H (-0.76363, -1.91997, -0.15503)  0.21
H (-0.22868, -1.17462, 1.36698)  0.22
H (-2.04994, 0.12341, -0.73215)  0.21
H (-1.87243, 0.62346, 0.96081)  0.21
H (0.27554, 1.73144, 0.45913)  0.22
H (-0.14519, 1.63178, -1.26474)  0.21

## Properties
**DFT total energy**: -6787.57018 eV
**Relative energy (zero: lowest compared OMol25 entry of this formula, charge and spin)**: 90.9 kJ/mol
**2S+1**: 1
**Largest force on an atom**: 0.022 hartree/bohr
**Orbital gap**: 12.15 eV
**E_LUMO**: 0.94 eV


Entry from the Open Molecules 2025 dataset: a structure of composition C5H7N in a non-equilibrium geometry (wB97M-V/def2-TZVPD).

Each line ends with the natural charge from an NBO analysis.
Element x y z (Å)
C (1.64693, 0.06528, -0.03564)  -0.24
C (0.47983, 0.17390, -0.70767)  -0.14
C (-0.34086, -1.02467, -0.69116)  0.15
N (-1.51539, -0.66370, -0.28115)  -0.47
C (-1.66492, 0.79322, -0.00956)  -0.14
C (-0.44364, 1.25414, -0.45770)  -0.39
H (0.30108, 0.00941, 1.66502)  -0.07
H (2.18946, -0.86961, 0.04066)  0.20
H (2.17868, 0.96715, 0.24842)  0.21
H (-0.04798, -2.04856, -0.87900)  0.22
H (-2.27610, -1.31788, -0.12100)  0.42
H (-0.41354, 0.39023, 1.54730)  0.04
H (-0.09355, 2.27109, -0.31850)  0.22

## Properties
**DFT total energy**: -6782.98069 eV
**Relative energy (zero: lowest compared OMol25 entry of this formula, charge and spin)**: 533.7 kJ/mol
**2S+1**: 1
**Largest force on an atom**: 0.039 hartree/bohr
**Orbital gap**: 7.38 eV
**E_LUMO**: -0.57 eV